{"formula": "C27H25AuIN2O9", "method": "the ωB97M-V functional and the def2-TZVPD basis", "charge": -1, "relative_energy_kj_mol": 0.00, "gap_ev": 7.96, "homo_ha": -0.2241, "elements": ["Au", "O", "C", "O", "C", "C", "C", "C", "C", "C", "N", "O", "O", "H", "H", "H", "H", "N", "C", "O", "C", "I", "H", "H", "H", "H", "O", "C", "O", "C", "C", "C", "C", "O", "C", "O", "C", "C", "H", "H", "H", "H", "H", "C", "C", "C", "C", "C", "C", "C", "C", "C", "C", "H", "H", "H", "H", "H", "H", "H", "H", "H", "H", "H", "H"], "coordinates": [[0.383, -0.274, 1.258], [-3.283, 1.612, 1.089], [-2.184, 1.222, 0.749], [-1.381, 0.609, 1.570], [-1.696, 1.523, -0.648], [-1.927, 2.806, -1.136], [-1.471, 3.169, -2.389], [-0.808, 2.218, -3.149], [-0.591, 0.927, -2.702], [-1.043, 0.583, -1.438], [-0.316, 2.602, -4.483], [0.267, 1.759, -5.139], [-0.416, 3.772, -4.809], [-2.451, 3.517, -0.510], [-1.611, 4.165, -2.780], [-0.066, 0.214, -3.318], [-0.863, -0.419, -1.075], [2.949, -0.521, -0.602], [2.874, -1.414, 0.300], [2.011, -1.416, 1.287], [3.771, -2.624, 0.369], [5.224, -2.410, 1.932], [2.513, 0.863, 1.926], [3.694, -0.738, -1.259], [4.335, -2.766, -0.546], [3.201, -3.512, 0.619], [0.322, -2.503, -1.101], [-0.425, -2.787, -0.171], [-0.761, -2.010, 0.798], [-1.075, -4.151, -0.128], [-1.909, -4.513, 0.919], [-2.507, -5.776, 0.974], [-2.224, -6.635, -0.057], [-2.688, -7.915, -0.249], [-2.023, -8.397, -1.414], [-1.304, -7.320, -1.999], [-1.393, -6.276, -1.102], [-0.803, -5.044, -1.173], [-2.091, -3.789, 1.700], [-3.160, -6.065, 1.785], [-2.765, -8.766, -2.124], [-1.326, -9.192, -1.129], [-0.153, -4.744, -1.982], [1.821, 2.494, -0.259], [1.591, 2.666, 1.248], [2.844, 3.345, 1.843], [1.515, 1.297, 1.942], [0.413, 3.602, 1.516], [-0.567, 3.353, 2.469], [-1.612, 4.246, 2.680], [-1.686, 5.426, 1.961], [-0.698, 5.707, 1.025], [0.331, 4.806, 0.809], [2.596, 1.752, -0.431], [2.121, 3.434, -0.725], [0.921, 2.138, -0.758], [3.736, 2.765, 1.598], [2.768, 3.424, 2.930], [2.964, 4.352, 1.438], [1.217, 1.398, 2.989], [-0.562, 2.431, 3.030], [-2.383, 3.993, 3.396], [-2.506, 6.115, 2.118], [-0.734, 6.626, 0.453], [1.081, 5.045, 0.066]]}

---

{"formula": "C27H25BBrCoF7N2O5", "method": "the ωB97M-V functional and the def2-TZVPD basis", "charge": -2, "multiplicity": 2, "relative_energy_kj_mol": 116.22, "gap_ev": [6.24, 6.22], "homo_ha": [-0.0796, -0.0788], "elements": ["Co", "Br", "C", "C", "C", "C", "C", "N", "C", "O", "O", "H", "H", "H", "F", "C", "F", "F", "C", "O", "O", "N", "C", "C", "C", "C", "C", "C", "C", "H", "H", "H", "H", "H", "F", "B", "F", "F", "F", "C", "C", "C", "C", "C", "C", "C", "C", "C", "C", "C", "C", "O", "H", "H", "H", "H", "H", "H", "H", "H", "H", "H", "H", "H", "H", "H", "H", "H", "H"], "coordinates": [[0.112, -0.406, -0.137], [-0.546, -0.190, 3.891], [-1.038, 1.319, 2.846], [-1.403, 2.483, 3.507], [-1.793, 3.556, 2.729], [-1.844, 3.412, 1.350], [-1.474, 2.192, 0.808], [-1.045, 1.174, 1.552], [-1.617, 1.933, -0.687], [-2.166, 2.807, -1.356], [-1.204, 0.811, -1.101], [-1.350, 2.535, 4.584], [-2.065, 4.494, 3.200], [-2.173, 4.191, 0.680], [-4.589, -2.001, 0.598], [-3.435, -1.384, 0.277], [-3.510, -1.123, -1.046], [-3.437, -0.209, 0.917], [-2.183, -2.256, 0.561], [-2.329, -3.463, 0.368], [-1.151, -1.637, 0.890], [-0.215, -1.778, -1.520], [-0.802, -2.339, -2.335], [-1.567, -3.023, -3.348], [-1.372, -2.678, -4.681], [-2.138, -3.303, -5.652], [-3.080, -4.255, -5.280], [-3.260, -4.589, -3.944], [-2.501, -3.974, -2.960], [-0.645, -1.920, -4.937], [-2.003, -3.042, -6.693], [-3.680, -4.739, -6.040], [-3.998, -5.327, -3.662], [-2.617, -4.202, -1.907], [1.626, 0.389, 1.667], [2.495, 1.197, 2.467], [3.063, 0.391, 3.451], [3.480, 1.747, 1.662], [1.740, 2.213, 3.058], [1.261, 2.599, -2.000], [1.435, 1.711, -3.232], [0.130, 1.092, -3.737], [2.509, 0.656, -3.083], [3.421, 0.529, -4.124], [4.431, -0.418, -4.129], [4.538, -1.246, -3.021], [3.669, -1.159, -1.944], [3.952, -2.051, -0.748], [4.350, -1.255, 0.493], [2.843, -3.048, -0.410], [2.603, -0.214, -1.965], [1.809, -0.165, -0.931], [0.410, 3.269, -2.130], [2.160, 3.196, -1.841], [1.104, 2.014, -1.096], [1.788, 2.367, -4.039], [-0.277, 0.380, -3.023], [0.312, 0.586, -4.690], [-0.639, 1.854, -3.880], [3.321, 1.209, -4.966], [5.126, -0.494, -4.956], [5.337, -1.980, -2.972], [4.826, -2.644, -1.049], [3.541, -0.602, 0.816], [5.220, -0.627, 0.296], [4.594, -1.930, 1.316], [1.998, -2.554, 0.058], [3.216, -3.796, 0.294], [2.483, -3.566, -1.301]]}

---

{"formula": "C27H25BaF2N4SeSi", "method": "the ωB97M-V functional and the def2-TZVPD basis", "charge": -1, "relative_energy_kj_mol": 22.17, "gap_ev": 3.81, "homo_ha": -0.1259, "elements": ["Ba", "C", "Si", "C", "C", "C", "C", "C", "C", "C", "H", "H", "H", "H", "H", "H", "H", "H", "H", "H", "H", "F", "C", "F", "H", "Se", "N", "C", "C", "C", "C", "N", "C", "N", "H", "H", "H", "N", "C", "C", "C", "C", "C", "C", "C", "C", "C", "C", "C", "C", "C", "H", "H", "H", "H", "H", "H", "H", "H", "H", "H"], "coordinates": [[-0.649, -1.600, -1.327], [-4.473, 1.645, -1.628], [-2.743, 0.867, -1.439], [-1.704, 1.649, -2.811], [-1.896, 1.735, 0.074], [-2.633, 1.876, 1.270], [-2.082, 2.092, 2.486], [-0.701, 2.215, 2.587], [0.092, 2.142, 1.458], [-0.503, 1.844, 0.222], [-4.578, 2.710, -1.907], [-4.984, 1.522, -0.649], [-5.024, 1.056, -2.368], [-1.898, 2.705, -2.961], [-1.893, 1.204, -3.801], [-0.619, 1.602, -2.602], [-3.750, 1.807, 1.251], [-2.729, 2.078, 3.358], [-0.271, 2.301, 3.574], [1.130, 2.174, 1.579], [0.180, 1.661, -0.632], [-0.174, -5.237, -2.099], [-0.366, -3.983, -2.723], [-1.742, -3.797, -2.368], [-0.440, -4.235, -3.767], [-6.081, -4.004, 2.731], [-5.876, -4.157, 4.476], [-4.544, -4.361, 4.673], [-3.844, -4.546, 5.934], [-2.470, -4.642, 5.880], [-1.822, -4.662, 4.622], [-2.397, -4.530, 3.457], [-3.755, -4.323, 3.468], [-4.384, -4.154, 2.300], [-4.443, -4.657, 6.796], [-1.914, -4.899, 6.804], [-0.801, -4.809, 4.451], [1.472, -0.174, -1.975], [2.468, 0.571, -1.807], [2.945, 1.395, -2.996], [2.287, 2.449, -3.646], [2.872, 3.194, -4.636], [4.096, 2.825, -5.166], [4.760, 1.738, -4.598], [4.217, 1.111, -3.518], [3.233, 0.792, -0.519], [3.539, 2.045, -0.061], [4.102, 2.200, 1.192], [4.290, 1.113, 2.036], [3.996, -0.171, 1.531], [3.468, -0.345, 0.273], [1.293, 2.742, -3.281], [2.387, 4.062, -5.025], [4.604, 3.409, -5.915], [5.739, 1.447, -4.953], [4.885, 0.417, -2.995], [3.359, 2.915, -0.654], [4.465, 3.146, 1.501], [4.822, 1.202, 2.952], [4.245, -1.041, 2.119], [3.238, -1.331, -0.226]]}

---

{"formula": "C27H25BrClN2O9S", "method": "the ωB97M-V functional and the def2-TZVPD basis", "charge": 1, "gap_ev": 6.48, "homo_ha": -0.4150, "elements": ["C", "C", "C", "Cl", "C", "C", "N", "C", "S", "C", "O", "O", "N", "C", "C", "O", "Br", "H", "H", "H", "H", "H", "H", "H", "H", "H", "H", "H", "H", "H", "C", "C", "C", "O", "C", "C", "C", "O", "H", "H", "H", "H", "C", "C", "C", "O", "C", "C", "C", "O", "H", "H", "H", "H", "C", "C", "C", "O", "C", "C", "C", "O", "H", "H", "H", "H"], "coordinates": [[9.046, -4.628, 1.109], [7.756, -3.979, 1.810], [6.357, -4.815, 1.541], [6.749, -6.179, 0.413], [5.266, -3.768, 1.120], [4.975, -2.694, 2.232], [3.978, -1.748, 1.693], [3.743, -2.284, 0.378], [2.562, -1.300, -0.639], [0.768, -1.788, -0.414], [2.953, -1.194, -2.111], [2.647, 0.131, -0.105], [4.434, -3.476, -0.020], [4.434, -4.284, -1.256], [3.003, -4.287, -2.040], [1.999, -4.499, -1.293], [2.812, -4.033, -3.984], [9.037, -4.585, -0.038], [9.948, -3.970, 1.428], [9.312, -5.684, 1.504], [7.922, -3.826, 2.935], [7.595, -2.950, 1.329], [6.066, -5.250, 2.574], [5.475, -2.682, 3.256], [3.576, -0.908, 2.147], [0.180, -0.810, -0.619], [0.408, -2.546, -1.188], [0.568, -2.083, 0.671], [4.689, -5.389, -1.135], [5.177, -3.804, -2.001], [-1.202, -1.671, -6.210], [-1.958, -0.816, -5.519], [-1.420, -0.089, -4.350], [-2.108, 0.689, -3.716], [-0.013, -0.345, -3.977], [0.742, -1.199, -4.667], [0.205, -1.926, -5.837], [0.897, -2.706, -6.469], [-1.580, -2.212, -7.069], [-2.990, -0.616, -5.779], [0.366, 0.197, -3.118], [1.774, -1.397, -4.406], [-4.865, 3.633, 0.601], [-5.842, 4.058, -0.202], [-5.753, 3.896, -1.669], [-6.642, 4.285, -2.403], [-4.542, 3.243, -2.211], [-3.566, 2.818, -1.407], [-3.655, 2.981, 0.059], [-2.763, 2.590, 0.794], [-4.914, 3.744, 1.676], [-6.735, 4.537, 0.179], [-4.493, 3.132, -3.287], [-2.672, 2.339, -1.788], [-7.458, 5.153, 6.070], [-7.673, 4.916, 4.775], [-6.878, 5.593, 3.729], [-7.076, 5.378, 2.547], [-5.834, 6.541, 4.172], [-5.618, 6.778, 5.467], [-6.413, 6.101, 6.514], [-6.216, 6.315, 7.694], [-8.031, 4.667, 6.849], [-8.434, 4.224, 4.433], [-5.261, 7.027, 3.393], [-4.858, 7.469, 5.809]]}

---

| no. | electronic energy (a.u.) |
| --- | --- |
| 1 | -2263.94681 |
| 2 | -6210.68178 |
| 3 | -4178.96770 |
| 4 | -5262.36172 |